# 1
One molecule with the formula C4H8Cl2NO2P, computed with ωB97M-V with the def2-TZVPD basis set.

## Properties
* highest occupied orbital energy: -10.506 eV
* energy above the lowest of the compared OMol25 structures with the same formula, charge and spin: 0.000 eV
* gap between HOMO and LUMO: 10.92 eV
* SMILES: CC/N=C(/C)OP(=O)(Cl)Cl
* net charge: 0
* LUMO level: 0.4 eV

Structure (XYZ):
```
18
C4H8Cl2NO2P | OMol25 | ωB97M-V with the def2-TZVPD basis set
C -1.79 -1.72 1.21
C -1.16 -0.34 1.50
N -1.23 0.39 0.19
C -0.22 0.73 -0.43
C -0.22 1.46 -1.68
O 1.08 0.45 0.11
P 2.41 0.04 -0.63
O 2.49 -0.72 -1.86
Cl 3.24 1.90 -0.60
Cl 3.54 -0.90 0.77
H -2.65 -1.63 0.67
H -1.15 -2.32 0.61
H -2.04 -2.18 2.13
H 0.00 -0.50 1.89
H -1.78 0.22 2.13
H 0.45 2.33 -1.46
H -1.12 1.90 -2.10
H 0.16 0.90 -2.45
```

***

# 2
One molecule with the formula C19H22N2O6S, computed with ωB97M-V with the def2-TZVPD basis set.

## Properties
* highest occupied orbital energy: -7.809 eV
* energy above the lowest of the compared OMol25 structures with the same formula, charge and spin: 1.226 eV
* gap between HOMO and LUMO: 8.32 eV
* SMILES: CCOc1ccc(S(=O)(=O)N[C@H](C)C(=O)NCc2ccc3c(c2)OCO3)cc1
* net charge: 0
* LUMO level: 0.5 eV

Structure (XYZ):
```
50
C19H22N2O6S | OMol25 | ωB97M-V with the def2-TZVPD basis set
C -7.69 -0.88 0.16
C -6.24 -0.95 0.61
O -5.44 -0.45 -0.45
C -4.10 -0.42 -0.32
C -3.40 -0.83 0.82
C -2.02 -0.74 0.84
C -1.34 -0.26 -0.26
S 0.44 -0.16 -0.18
O 0.92 0.39 -1.42
O 0.96 -1.42 0.25
N 0.67 0.87 1.11
C 0.79 2.32 1.00
C -0.19 2.89 -0.01
C 2.27 2.67 0.73
O 2.97 3.16 1.60
N 2.70 2.35 -0.50
C 4.11 2.05 -0.74
C 4.23 0.55 -0.67
C 4.30 -0.21 -1.82
C 4.20 -1.60 -1.78
C 4.00 -2.18 -0.55
C 3.95 -1.41 0.61
C 4.08 -0.05 0.58
O 3.76 -2.24 1.69
C 3.54 -3.52 1.15
O 3.84 -3.50 -0.23
C -2.02 0.15 -1.39
C -3.39 0.07 -1.42
H -7.96 0.15 -0.06
H -7.84 -1.48 -0.73
H -8.34 -1.26 0.95
H -6.09 -0.34 1.51
H -5.96 -1.99 0.83
H -3.92 -1.21 1.68
H -1.46 -1.06 1.70
H 1.30 0.46 1.77
H 0.56 2.73 2.00
H -0.09 3.97 -0.04
H -1.21 2.64 0.28
H 0.00 2.49 -1.00
H 2.08 1.80 -1.09
H 4.40 2.44 -1.72
H 4.69 2.55 0.04
H 4.41 0.27 -2.78
H 4.24 -2.20 -2.68
H 4.03 0.54 1.48
H 4.19 -4.25 1.65
H 2.48 -3.80 1.29
H -1.46 0.52 -2.23
H -3.95 0.38 -2.29
```

***

# 3
A 8-piece molecular cluster, C41H70I2N10O2 overall, computed with ωB97M-V with the def2-TZVPD basis set.

## Properties
* highest occupied orbital energy: -8.944 eV
* gap between HOMO and LUMO: 9.08 eV
* SMILES: CCOCCOC[C@@H](C#N)[C@](C#N)(CN)[C@H](I)[C@@H](C)I.CCCC#N.CCCC#N.CCCC#N.CCCC#N.CCCC#N.CCCC#N.CCCC#N
* net charge: 0
* LUMO level: 0.1 eV

Structure (XYZ):
```
125
C41H70I2N10O2 | OMol25 | ωB97M-V with the def2-TZVPD basis set
C 4.54 -1.26 -0.23
C 3.80 -0.39 0.80
O 2.38 -0.44 0.69
C 1.95 0.07 -0.53
C 0.70 0.95 -0.37
O -0.10 0.63 0.76
C -0.89 -0.50 0.53
C -2.20 -0.13 -0.24
C -2.19 -0.89 -1.49
N -2.22 -1.44 -2.51
C -3.52 -0.25 0.57
C -3.22 0.33 1.89
N -2.91 0.71 2.94
C -3.98 -1.70 0.84
N -3.20 -2.30 1.95
C -4.64 0.65 -0.15
I -5.34 2.30 1.11
C -5.91 -0.08 -0.63
C -6.95 0.93 -1.19
I -5.58 -1.50 -2.20
H 5.10 -2.02 0.29
H 5.27 -0.65 -0.75
H 3.88 -1.75 -0.93
H 4.07 -0.67 1.80
H 4.10 0.64 0.65
H 2.71 0.71 -0.98
H 1.75 -0.75 -1.23
H 0.97 1.99 -0.26
H 0.09 0.83 -1.27
H -0.33 -1.21 -0.08
H -1.06 -0.98 1.49
H -2.09 0.91 -0.51
H -3.79 -2.32 -0.03
H -5.01 -1.77 1.13
H -2.42 -2.83 1.60
H -3.82 -2.91 2.45
H -4.20 1.14 -1.01
H -6.39 -0.52 0.24
H -6.48 1.83 -1.57
H -7.44 0.47 -2.04
H -7.73 1.13 -0.47
C 2.38 2.52 2.79
C 3.29 3.72 2.96
C 3.00 4.82 1.94
C 3.19 4.32 0.57
N 3.32 3.92 -0.50
H 2.52 2.04 1.82
H 2.59 1.77 3.55
H 1.34 2.81 2.88
H 4.33 3.39 2.88
H 3.17 4.14 3.97
H 3.66 5.67 2.09
H 1.97 5.17 2.05
C -1.43 1.72 6.22
C -0.14 2.18 6.90
C 0.14 3.68 6.73
C 0.25 4.03 5.31
N 0.31 4.29 4.20
H -1.39 1.87 5.14
H -1.59 0.66 6.40
H -2.29 2.27 6.61
H 0.69 1.60 6.49
H -0.18 1.96 7.97
H 1.07 3.94 7.23
H -0.66 4.27 7.16
C -7.34 -2.42 -6.48
C -8.20 -3.67 -6.40
C -9.60 -3.39 -5.83
C -9.50 -2.86 -4.46
N -9.41 -2.43 -3.40
H -7.15 -2.00 -5.50
H -6.37 -2.66 -6.93
H -7.81 -1.65 -7.10
H -7.70 -4.42 -5.79
H -8.32 -4.10 -7.40
H -10.19 -4.31 -5.80
H -10.13 -2.67 -6.44
C 3.05 -4.99 -2.68
C 2.61 -5.99 -1.62
C 2.38 -5.34 -0.25
C 3.61 -4.72 0.25
N 4.57 -4.22 0.62
H 4.01 -4.53 -2.43
H 3.17 -5.48 -3.64
H 2.31 -4.19 -2.80
H 3.36 -6.77 -1.53
H 1.68 -6.47 -1.94
H 2.05 -6.08 0.48
H 1.60 -4.57 -0.32
C -0.61 6.71 2.15
C -0.43 6.65 0.64
C -0.67 8.01 -0.04
C -2.04 8.48 0.20
N -3.11 8.85 0.39
H -1.63 6.98 2.43
H -0.40 5.73 2.60
H 0.07 7.43 2.60
H -1.12 5.91 0.23
H 0.58 6.32 0.40
H -0.52 7.92 -1.12
H 0.03 8.75 0.34
C 7.75 3.08 4.65
C 7.22 1.99 5.58
C 7.29 0.59 4.96
C 6.48 0.52 3.74
N 5.86 0.47 2.78
H 7.15 3.14 3.73
H 7.70 4.05 5.13
H 8.78 2.88 4.36
H 6.19 2.22 5.85
H 7.80 2.00 6.50
H 6.92 -0.16 5.67
H 8.32 0.33 4.71
C 1.74 -7.38 -7.56
C 1.06 -6.10 -7.08
C 1.99 -4.88 -7.15
C 3.17 -5.07 -6.30
N 4.10 -5.23 -5.64
H 2.59 -7.64 -6.94
H 1.03 -8.22 -7.53
H 2.08 -7.28 -8.59
H 0.72 -6.24 -6.05
H 0.18 -5.90 -7.69
H 1.47 -3.99 -6.81
H 2.32 -4.71 -8.17
```

***

# 4
C38H41N4O5S5V as an isolated structure, computed with ωB97M-V with the def2-TZVPD basis set.

## Properties
* highest occupied orbital energy (spin up / spin down): -2.723 / -3.325 eV
* gap between HOMO and LUMO (spin up / spin down): 7.03 / 6.98 eV
* spin multiplicity: 3
* net charge: -2
* expectation value of S²: 2.1314
* LUMO level (spin up / spin down): 4.3 / 3.7 eV

Structure (XYZ):
```
94
C38H41N4O5S5V | OMol25 | ωB97M-V with the def2-TZVPD basis set
V 0.43 0.13 -0.30
C 0.62 4.37 -3.37
C 0.89 2.87 -3.27
C 2.15 2.51 -4.05
C -0.33 2.09 -3.72
C -0.59 2.02 -5.09
C -1.75 1.47 -5.57
C -2.70 1.02 -4.67
C -2.50 1.06 -3.29
C -3.71 0.66 -2.46
C -3.65 -0.70 -1.78
C -4.15 1.73 -1.44
C -1.26 1.53 -2.81
N -0.93 1.51 -1.41
C -1.20 2.66 -0.78
O -1.72 3.69 -1.21
C -0.81 2.61 0.67
C -1.25 3.52 1.61
C -0.88 3.34 2.94
C -0.08 2.26 3.29
C 0.32 1.39 2.30
N -0.01 1.60 1.03
C 1.23 0.21 2.56
O 1.67 0.06 3.70
N 1.51 -0.49 1.44
C 2.77 -1.18 1.58
C 3.93 -0.37 1.58
C 5.18 -0.97 1.72
C 5.31 -2.34 1.87
C 4.17 -3.11 1.87
C 2.89 -2.56 1.74
C 1.77 -3.59 1.75
C 1.63 -4.22 0.36
C 0.43 -3.16 2.31
C 3.89 1.14 1.46
C 4.80 1.67 0.35
C 4.26 1.82 2.79
H 1.47 4.94 -2.99
H -0.27 4.65 -2.80
H 0.46 4.66 -4.41
H 1.06 2.62 -2.22
H 2.11 2.89 -5.08
H 2.30 1.43 -4.10
H 3.02 2.95 -3.57
H 0.14 2.43 -5.78
H -1.93 1.40 -6.64
H -3.64 0.63 -5.04
H -4.52 0.60 -3.20
H -2.88 -0.73 -1.02
H -3.45 -1.50 -2.49
H -4.62 -0.90 -1.30
H -3.53 1.68 -0.54
H -5.18 1.54 -1.14
H -4.07 2.74 -1.84
H -1.89 4.32 1.28
H -1.23 4.03 3.70
H 0.21 2.05 4.31
H 6.06 -0.34 1.73
H 6.29 -2.79 1.99
H 4.25 -4.19 1.99
H 2.15 -4.38 2.41
H 1.47 -3.45 -0.41
H 0.77 -4.89 0.32
H 2.52 -4.78 0.09
H -0.14 -2.59 1.57
H 0.53 -2.55 3.20
H -0.16 -4.05 2.56
H 2.87 1.42 1.20
H 5.85 1.48 0.59
H 4.67 2.75 0.25
H 4.57 1.21 -0.61
H 5.31 1.62 3.04
H 3.64 1.45 3.61
H 4.13 2.90 2.70
S 2.16 0.38 -1.35
S 2.08 -2.46 -3.79
S 0.33 -1.61 -3.56
S -0.31 -1.77 -1.63
O -2.71 -1.39 5.07
S -3.35 -1.00 3.84
O -4.58 -0.26 3.95
N -2.31 -0.27 2.84
C -2.14 -0.97 1.72
O -1.47 -0.64 0.72
C -2.92 -2.27 1.68
C -2.96 -3.21 0.67
C -3.75 -4.33 0.86
C -4.47 -4.50 2.05
C -4.43 -3.55 3.06
C -3.64 -2.43 2.84
H -2.37 -3.06 -0.23
H -3.80 -5.09 0.09
H -5.07 -5.39 2.18
H -4.99 -3.68 3.98
```

***

# 5
A 11-piece molecular cluster, C6H33NO11 overall, computed with ωB97M-V with the def2-TZVPD basis set.

## Properties
* highest occupied orbital energy: -9.630 eV
* energy above the lowest of the compared OMol25 structures with the same formula, charge and spin: 2.682 eV
* gap between HOMO and LUMO: 9.83 eV
* SMILES: CC[C@H](C)NC(C)=O.O.O.O.O.O.O.O.O.O.O
* net charge: 0
* LUMO level: 0.2 eV

Structure (XYZ):
```
51
C6H33NO11 | OMol25 | ωB97M-V with the def2-TZVPD basis set
C -1.03 -2.71 -2.87
C 0.10 -2.22 -1.93
C -0.27 -0.88 -1.28
C 0.22 0.37 -2.08
N 0.43 -0.73 0.01
C -0.12 -0.29 1.15
C 0.77 0.32 2.19
O -1.35 -0.09 1.23
H -0.78 -2.89 -3.91
H -1.79 -1.93 -2.81
H -1.47 -3.59 -2.38
H 0.55 -2.85 -1.17
H 1.01 -2.13 -2.52
H -1.34 -0.78 -1.11
H -0.64 0.81 -2.58
H 0.96 0.18 -2.85
H 0.67 1.11 -1.43
H 1.42 -0.95 0.04
H 0.13 0.55 3.03
H 1.69 -0.20 2.43
H 1.03 1.31 1.85
O 1.22 3.38 -0.25
H 0.96 4.23 -0.63
H 0.37 3.02 0.09
O -3.42 1.64 -1.51
H -4.06 2.07 -2.09
H -4.03 1.41 -0.78
O -4.21 0.03 0.44
H -4.18 -0.05 1.40
H -3.47 -0.44 0.04
O -1.37 2.64 0.06
H -1.43 1.81 0.56
H -2.10 2.64 -0.57
O 2.97 -1.32 -2.04
H 3.92 -1.46 -2.19
H 2.72 -0.65 -2.69
O -3.16 0.23 3.25
H -3.12 1.17 3.09
H -2.59 -0.18 2.58
O 3.61 1.81 -0.91
H 3.45 2.09 -1.82
H 2.72 1.85 -0.54
O 3.60 -2.80 0.32
H 2.70 -3.14 0.40
H 3.86 -2.80 -0.60
O -0.06 -3.30 1.33
H -0.75 -3.49 0.69
H 0.25 -4.10 1.74
O 1.99 2.60 3.08
H 1.70 3.49 2.84
H 2.66 2.45 2.40
```

***

Which value of net charge does entry 3 give? 0

***

Among the records above, which one has the lowest net charge? C38H41N4O5S5V

***

What is the net charge in the third record? 0

***

Among the records above, which one has the lowest net charge? C38H41N4O5S5V